1.
Density functional theory data (ωB97M-V/def2-TZVPD) for Cl6V as an isolated structure.

ORCA input file:
```
! RIJCOSX wB97M-V def2-TZVPD def2/J DEFGRID3
* xyz -3 3
V -10.724 2.080 -19.537
Cl -11.769 3.770 -21.518
Cl -12.213 2.745 -17.199
Cl -9.593 0.087 -17.979
Cl -9.236 1.372 -21.224
Cl -9.255 4.205 -18.947
Cl -12.840 0.506 -19.798
*
```

The calculated total energy comes out at -3705.27170 Ha. The value obtained for the LUMO energy (spin up / spin down) is 8.49 / 8.50 eV. As for the energy above the lowest of the compared OMol25 structures with the same formula, charge and spin: 12.2 kcal/mol. The HOMO-LUMO gap (spin up / spin down) comes out at 7.32 / 7.33 eV.

These are the natural (NBO) partial charges, in e, on atoms 1 to 5: number 1, V, carries 1.18; number 2, Cl, carries -0.75; number 3, Cl, carries -0.75; number 4, Cl, carries -0.74; number 5, Cl, carries -0.58

2.
Density functional theory data (ωB97M-V/def2-TZVPD) for ClCr as an isolated structure.

ORCA input file:
```
! RIJCOSX wB97M-V def2-TZVPD def2/J DEFGRID3
* xyz 2 4
Cr 0.349 0.698 0.470
Cl -0.349 -0.698 -0.470
*
```

The calculated total energy comes out at -1503.66867 Ha. The value obtained for the LUMO energy (spin up / spin down) is -17.02 / -14.88 eV. As for the energy above the lowest of the compared OMol25 structures with the same formula, charge and spin: 12.7 kcal/mol. The HOMO-LUMO gap (spin up / spin down) comes out at 7.94 / 12.74 eV.

Formally, the natural (NBO) partial charges of the atoms, in units of the elementary charge, are as follows: number 1, Cr, carries 1.65; number 2, Cl, carries 0.35

3.
Density functional theory data (ωB97M-V/def2-TZVPD) for ClCu2 as an isolated structure.

ORCA input file:
```
! RIJCOSX wB97M-V def2-TZVPD def2/J DEFGRID3
* xyz 3 3
Cu 0.503 -2.131 -0.992
Cu -0.499 2.162 0.957
Cl -0.004 -0.031 0.035
*
```

The calculated total energy comes out at -3739.51507 Ha. The value obtained for the LUMO energy (spin up / spin down) is -17.54 / -21.61 eV. As for the energy above the lowest of the compared OMol25 structures with the same formula, charge and spin: 26.6 kcal/mol. The HOMO-LUMO gap (spin up / spin down) comes out at 10.94 / 5.81 eV.

Formally, the natural (NBO) partial charges of the atoms, in units of the elementary charge, are as follows: number 1, Cu, carries 1.63; number 2, Cu, carries 1.62; number 3, Cl, carries -0.25

4.
Density functional theory data (ωB97M-V/def2-TZVPD) for ClF3O4Sr2 as an isolated structure.

ORCA input file:
```
! RIJCOSX wB97M-V def2-TZVPD def2/J DEFGRID3
* xyz 0 1
Sr -3.718 4.929 -0.386
Sr -0.678 0.818 4.554
F -0.526 4.867 -2.516
F -1.158 2.563 1.339
F -3.801 1.585 -2.207
Cl 2.031 -2.942 -0.123
O 2.463 -3.812 0.884
O 3.045 -2.370 -0.843
O 1.161 -3.684 -1.152
O 1.182 -1.956 0.450
*
```

The calculated total energy comes out at -1121.45606 Ha. The value obtained for the LUMO energy is -5.20 eV. As for the energy above the lowest of the compared OMol25 structures with the same formula, charge and spin: 234.8 kcal/mol. The HOMO-LUMO gap comes out at 2.05 eV.

These are the Mulliken partial charges, in e, on atoms 1 to 5: number 1, Sr, carries 1.59; number 2, Sr, carries 1.68; number 3, F, carries -0.81; number 4, F, carries -0.82; number 5, F, carries -0.80

5.
Density functional theory data (ωB97M-V/def2-TZVPD) for one molecule with the formula ClFH2NP.

ORCA input file:
```
! RIJCOSX wB97M-V def2-TZVPD def2/J DEFGRID3
* xyz 0 1
N 0.835 -0.303 0.228
P -0.861 0.419 -0.729
F -1.077 1.521 0.317
Cl -1.775 -1.140 0.010
H 1.366 -0.889 -0.417
H 1.513 0.392 0.591
*
```

Its structure (SMILES) is NP(F)Cl. The calculated total energy comes out at -957.39069 Ha. The value obtained for the LUMO energy is 0.61 eV. As for the energy above the lowest of the compared OMol25 structures with the same formula, charge and spin: 28.6 kcal/mol. The HOMO-LUMO gap comes out at 9.99 eV.

These are the natural (NBO) partial charges, in e, on atoms 1 to 5: number 1, N, carries -1.14; number 2, P, carries 1.26; number 3, F, carries -0.57; number 4, Cl, carries -0.27; number 5, H, carries 0.36

6.
Density functional theory data (ωB97M-V/def2-TZVPD) for one molecule with the formula ClH.

ORCA input file:
```
! RIJCOSX wB97M-V def2-TZVPD def2/J DEFGRID3
* xyz 0 1
Cl 0.591 0.299 0.062
H -0.591 -0.299 -0.062
*
```

Its structure (SMILES) is Cl. The calculated total energy comes out at -460.78944 Ha. The value obtained for the LUMO energy is 0.96 eV. As for the energy above the lowest of the compared OMol25 structures with the same formula, charge and spin: 0.9 kcal/mol. The HOMO-LUMO gap comes out at 12.77 eV.

Formally, the natural (NBO) partial charges of the atoms, in units of the elementary charge, are as follows: number 1, Cl, carries -0.28; number 2, H, carries 0.28

7.
Density functional theory data (ωB97M-V/def2-TZVPD) for ClH10NiO5 as an isolated structure.

ORCA input file:
```
! RIJCOSX wB97M-V def2-TZVPD def2/J DEFGRID3
* xyz 1 3
Ni -0.935 3.052 1.438
Cl -0.043 0.982 0.498
O -3.505 -0.357 0.362
H -3.937 -0.940 1.000
H -2.626 -0.207 0.723
O -0.338 -1.961 -0.820
H 0.568 -2.159 -1.129
H -0.323 -1.037 -0.528
O 2.207 0.025 2.834
H 1.370 0.414 2.556
H 1.973 -0.818 3.245
O 2.733 0.538 -1.505
H 2.001 0.706 -0.903
H 3.210 -0.211 -1.123
O -0.725 0.579 -2.594
H -1.576 0.799 -2.164
H -0.054 0.596 -1.887
*
```

The calculated total energy comes out at -2350.24766 Ha. The value obtained for the LUMO energy (spin up / spin down) is -5.77 / -10.62 eV. As for the energy above the lowest of the compared OMol25 structures with the same formula, charge and spin: 181.7 kcal/mol. The HOMO-LUMO gap (spin up / spin down) comes out at 8.62 / 3.75 eV.

These are the natural (NBO) partial charges, in e, on atoms 1 to 5: number 1, Ni, carries 0.94; number 2, Cl, carries -0.78; number 3, O, carries -0.94; number 4, H, carries 0.49; number 5, H, carries 0.46

8.
Density functional theory data (ωB97M-V/def2-TZVPD) for a 6-piece molecular cluster, ClH10O5 overall.

ORCA input file:
```
! RIJCOSX wB97M-V def2-TZVPD def2/J DEFGRID3
* xyz -1 1
Cl 0.257 -0.275 0.406
O 0.469 1.916 -2.120
H -0.064 2.709 -2.014
H 0.185 1.363 -1.366
O 1.862 -2.117 -2.042
H 1.696 -1.405 -1.403
H 1.384 -2.870 -1.677
O -0.333 0.410 3.624
H -0.201 0.550 2.669
H 0.560 0.277 3.954
O -0.847 -3.093 -0.871
H -0.540 -2.246 -0.490
H -1.408 -3.461 -0.182
O -1.363 2.782 0.326
H -0.722 3.479 0.501
H -0.936 1.983 0.685
*
```

The calculated total energy comes out at -842.51255 Ha. The value obtained for the LUMO energy is 3.65 eV. As for the energy above the lowest of the compared OMol25 structures with the same formula, charge and spin: 2.6 kcal/mol. The HOMO-LUMO gap comes out at 9.51 eV.

These are the natural (NBO) partial charges, in e, on atoms 1 to 5: number 1, Cl, carries -0.94; number 2, O, carries -0.97; number 3, H, carries 0.46; number 4, H, carries 0.50; number 5, O, carries -0.98

9.
Density functional theory data (ωB97M-V/def2-TZVPD) for a 6-piece molecular cluster, ClH10O5 overall.

ORCA input file:
```
! RIJCOSX wB97M-V def2-TZVPD def2/J DEFGRID3
* xyz 0 2
Cl -0.447 0.120 0.069
O 1.305 2.540 1.346
H 0.784 1.891 0.874
H 1.991 2.793 0.728
O -1.640 2.938 0.128
H -1.350 3.517 -0.578
H -1.385 2.062 -0.161
O 1.016 -2.947 -0.452
H 0.430 -2.194 -0.379
H 0.520 -3.675 -0.077
O 0.267 -0.265 -3.176
H -0.390 -0.917 -3.421
H 0.021 0.002 -2.291
O -0.297 -2.336 2.433
H -0.226 -1.668 1.752
H -0.598 -1.860 3.207
*
```

The calculated total energy comes out at -842.28570 Ha. The value obtained for the LUMO energy (spin up / spin down) is 0.21 / -6.13 eV. As for the energy above the lowest of the compared OMol25 structures with the same formula, charge and spin: 4.9 kcal/mol. The HOMO-LUMO gap (spin up / spin down) comes out at 11.88 / 5.50 eV.

These are the natural (NBO) partial charges, in e, on atoms 1 to 5: number 1, Cl, carries 0.00; number 2, O, carries -0.90; number 3, H, carries 0.45; number 4, H, carries 0.47; number 5, O, carries -0.92

10.
Density functional theory data (ωB97M-V/def2-TZVPD) for ClH10O5Zn as an isolated structure.

ORCA input file:
```
! RIJCOSX wB97M-V def2-TZVPD def2/J DEFGRID3
* xyz 1 1
Zn -0.223 0.279 0.197
Cl -1.512 2.307 0.954
O 1.076 -1.031 -0.651
H 1.970 -1.277 -0.411
H 0.897 -1.530 -1.448
O -1.850 -0.635 -0.681
H -2.606 -0.274 -1.144
H -2.074 -1.554 -0.537
O 0.073 1.208 -1.633
H 0.956 1.231 -2.002
H -0.458 1.710 -2.251
O 1.424 1.041 1.091
H 2.247 0.938 0.614
H 1.682 1.399 1.941
O -0.472 -0.958 1.761
H 0.009 -1.785 1.760
H -1.139 -1.070 2.439
*
```

The calculated total energy comes out at -2621.54764 Ha. The value obtained for the LUMO energy is -4.02 eV. As for the energy above the lowest of the compared OMol25 structures with the same formula, charge and spin: 20.9 kcal/mol. The HOMO-LUMO gap comes out at 7.78 eV.

These are the natural (NBO) partial charges, in e, on atoms 1 to 5: number 1, Zn, carries 1.68; number 2, Cl, carries -0.85; number 3, O, carries -1.01; number 4, H, carries 0.51; number 5, H, carries 0.52